Entry 1:
Below is a 4-piece molecular cluster, C35H64ClO10 overall at a distorted geometry, with properties calculated with the ωB97M-V functional and the def2-TZVPD basis.

Results
* energy above the lowest of the compared OMol25 structures with the same formula, charge and spin: 201.3 kcal/mol
* E: -2584.21724 Ha
* charge: -1
* gap between HOMO and LUMO: 0.1118 Ha

Last column: Löwdin charge in e.
Geometry (Å):
1 C 1.928999 7.630162 3.571884  -0.15
2 C 0.571166 8.558678 3.833501  -0.26
3 C 0.004681 8.226979 5.354410  -0.24
4 C -1.627986 8.367064 5.400824  -0.23
5 C -2.454746 7.101558 4.766049  -0.22
6 C -1.800350 5.626021 5.059757  -0.21
7 C -1.222684 4.940634 3.650686  -0.20
8 C -2.277760 3.788940 3.090130  -0.21
9 C -1.681293 2.249162 3.228466  -0.22
10 C -0.856343 1.746873 1.886128  -0.22
11 C -1.691057 0.608167 1.003592  -0.23
12 C -0.895514 0.225999 -0.417268  -0.21
13 C -1.981325 0.122391 -1.642826  -0.21
14 C -1.541207 -0.928156 -2.848898  -0.20
15 C -0.800149 -0.111935 -4.106795  -0.23
16 C 0.835057 -0.201509 -4.046068  -0.28
17 C 1.599444 1.026714 -4.886326  -0.69
18 Cl 1.168004 0.725320 -6.654692  0.35
19 O 1.037016 2.250211 -4.322686  -0.32
20 C 0.217587 3.020529 -5.260943  -0.29
21 C -0.325633 4.342270 -4.388066  -0.28
22 C -1.193392 3.676649 -3.125347  -0.12
23 C -1.373439 5.287521 -5.215043  -0.38
24 C -1.650283 4.848588 -6.767262  -0.12
25 C -0.834658 6.851043 -5.042417  -0.13
26 H 1.631234 6.515815 3.794219  0.06
27 H 2.836239 8.003756 4.239317  0.08
28 H 2.200352 7.726272 2.425294  0.08
29 H -0.278539 8.279984 3.049908  0.10
30 H 0.823005 9.725167 3.801270  0.11
31 H 0.432281 7.224899 5.786017  0.09
32 H 0.435005 9.090943 6.054245  0.11
33 H -1.973139 8.663850 6.495052  0.11
34 H -1.901437 9.312315 4.726069  0.11
35 H -3.527788 7.100824 5.273450  0.11
36 H -2.650411 7.259711 3.600445  0.11
37 H -2.699814 4.920644 5.395751  0.10
38 H -1.012954 5.598241 5.930755  0.10
39 H -1.184745 5.793668 2.816945  0.10
40 H -0.154294 4.470027 3.778420  0.10
41 H -3.347986 3.897946 3.586239  0.11
42 H -2.411549 3.978423 1.934447  0.11
43 H -0.996102 2.123528 4.189963  0.11
44 H -2.577736 1.487988 3.364375  0.10
45 H 0.136395 1.222042 2.227587  0.11
46 H -0.636809 2.666586 1.168912  0.11
47 H -2.782012 1.023283 0.758366  0.11
48 H -1.826803 -0.408443 1.588292  0.11
49 H -0.096915 1.089512 -0.553650  0.10
50 H -0.296875 -0.775775 -0.270651  0.11
51 H -2.205007 1.211024 -2.024083  0.09
52 H -2.993145 -0.279546 -1.160152  0.10
53 H -0.834855 -1.789242 -2.489858  0.09
54 H -2.569688 -1.316648 -3.308441  0.10
55 H -1.244374 0.969835 -4.073164  0.07
56 H -1.137787 -0.646044 -5.116918  0.10
57 H 1.148266 -0.022319 -2.909341  0.09
58 H 1.233811 -1.273540 -4.364968  0.09
59 H 0.803318 3.490403 -6.169388  0.11
60 H -0.789036 2.471880 -5.594072  0.11
61 H 0.637145 4.911902 -3.990280  0.14
62 H -2.044091 2.952007 -3.533588  0.08
63 H -1.720392 4.536232 -2.527849  0.07
64 H -0.504987 3.086538 -2.370015  0.08
65 H -2.422252 5.249712 -4.654341  0.12
66 H -0.699698 4.573712 -7.391148  0.08
67 H -2.500372 4.015156 -6.812215  0.09
68 H -2.125299 5.803240 -7.304459  0.08
69 H -0.529684 6.943950 -3.894484  0.08
70 H 0.144180 6.926981 -5.679629  0.08
71 H -1.659840 7.631183 -5.323323  0.07
72 C 2.866813 -5.430727 -4.695171  -0.01
73 C 1.571777 -5.842194 -4.023792  -0.35
74 C 0.407519 -5.915578 -4.965821  -0.11
75 O -0.693551 -5.637400 -4.120017  0.06
76 C -0.211402 -4.876160 -3.092244  -0.50
77 O -0.910170 -4.289079 -2.283610  0.12
78 O 1.154489 -4.856861 -3.093423  0.08
79 H 2.805558 -4.405479 -5.077381  0.10
80 H 3.687286 -5.443457 -3.970404  0.09
81 H 3.120673 -6.103445 -5.519668  0.09
82 H 1.708436 -6.785892 -3.482884  0.14
83 H 0.304226 -6.905962 -5.418813  0.14
84 H 0.437843 -5.161705 -5.759820  0.14
85 C 0.347379 -5.621948 1.159006  -0.01
86 C 1.242327 -6.826338 0.945264  -0.35
87 C 2.700584 -6.526162 1.123261  -0.11
88 O 3.318513 -7.476857 0.275046  0.06
89 C 2.411490 -7.771485 -0.704125  -0.50
90 O 2.670531 -8.401022 -1.715764  0.12
91 O 1.179531 -7.264632 -0.401789  0.09
92 H 0.526958 -4.855705 0.396382  0.09
93 H -0.703970 -5.912728 1.065532  0.09
94 H 0.499724 -5.181655 2.148814  0.08
95 H 0.923246 -7.654609 1.588671  0.15
96 H 3.027534 -6.663773 2.158103  0.12
97 H 2.985469 -5.522519 0.789768  0.15
98 C 1.539553 -10.272167 6.541481  -0.02
99 C 1.475528 -9.473398 5.254996  -0.35
100 C 2.802586 -8.921307 4.827894  -0.11
101 O 2.437086 -7.758446 4.107278  0.04
102 C 1.235164 -7.349368 4.613549  -0.49
103 O 0.715670 -6.273485 4.369767  0.14
104 O 0.695926 -8.302085 5.430609  0.09
105 H 1.815593 -9.634838 7.389174  0.09
106 H 0.554810 -10.689895 6.774743  0.09
107 H 2.257087 -11.094491 6.465865  0.09
108 H 1.016947 -10.072250 4.459447  0.16
109 H 3.351541 -9.615701 4.185091  0.15
110 H 3.444732 -8.626693 5.664870  0.14

Forces on the atoms, in the same order (eV/Å):
-0.8425 0.7281 -0.6491
0.3036 -0.6795 0.8678
0.0440 1.4820 0.0469
0.1836 0.7281 -0.4739
-0.6384 -0.0023 0.6739
-0.7321 -0.8835 -0.6325
-0.7157 0.2852 -0.1666
0.5185 -0.2563 -0.6421
-0.3797 -0.4582 -0.0036
-0.3980 -0.6400 -0.0804
0.0825 0.0808 -0.3268
-0.2109 0.7123 0.8054
0.1408 -0.7556 0.6935
-0.5972 1.4213 -1.0609
-0.4436 -1.4468 0.1011
-0.2929 1.1831 0.5201
0.7032 -2.3723 2.3205
-0.4602 -0.0554 -0.5309
-1.8412 1.0785 -2.7447
-1.1596 2.0398 1.2922
-0.5460 -2.0112 0.4545
0.3237 0.4528 0.2167
0.0320 0.6272 0.5192
-0.9557 1.1029 -0.1663
0.1225 -1.3796 0.4089
0.8033 2.1838 -0.3696
-1.9977 -0.9379 -1.4020
-0.2949 -0.2915 2.4195
1.9505 0.6719 1.5621
-0.6097 -2.6432 -0.2115
-1.0294 1.8016 -1.0190
-0.8845 -1.8992 -1.3450
0.6283 -0.9822 -2.2125
0.6199 -1.8978 1.4959
2.1751 0.1424 -1.1196
0.6295 -0.4219 2.5468
2.0150 1.4864 -0.5605
-1.5198 0.3184 -1.7950
0.1889 -1.8153 1.9074
-2.0894 0.9359 -0.2420
2.3232 -0.2108 -0.8919
0.1131 -0.4219 2.2515
-1.4414 0.4770 -1.9653
1.7336 1.6089 -0.2045
-1.7228 1.2561 -0.7869
-0.2839 -1.9558 1.5528
2.3497 -0.8152 0.4801
0.2172 2.1975 -0.8277
-1.6148 -1.8207 -0.1575
-1.2741 1.9122 -0.3724
0.4892 -2.2031 0.5071
2.0951 0.7835 -0.9563
-1.6683 1.5822 -0.4789
2.2553 0.3759 1.1696
1.2381 -1.9843 -0.2442
0.6120 1.3116 2.0611
-0.5555 -0.4136 -2.2936
-0.9208 2.2479 0.5361
-0.9410 -1.4702 1.6146
2.4063 0.9172 0.3878
-2.1765 -1.0200 -0.7827
1.8969 1.5797 0.7199
0.8715 -1.4983 -1.0298
-1.3685 1.1034 -1.7233
2.1694 -0.0154 -1.2076
-1.8472 0.2873 1.4046
2.1725 1.6032 0.0320
0.9406 -1.9691 1.0657
-0.7258 0.0722 -2.5065
-1.8870 0.2376 1.1174
1.7283 -1.3782 0.4013
0.2812 0.3165 0.3015
1.2373 -0.3321 -0.6677
-0.0617 -0.4858 -0.7167
0.0040 0.5411 0.8317
-1.2841 1.2467 1.6419
1.5217 -1.4264 -1.6738
-1.2451 0.1502 0.2766
-0.1578 -0.1910 -0.0151
-0.0919 -0.1030 -0.1324
-0.0924 0.0057 0.1329
-0.0959 0.0368 -0.0617
-0.1390 0.1534 0.1431
0.1537 0.0081 0.0966
-0.3788 0.0877 -0.2439
-0.8014 1.1687 0.8646
0.3546 0.4424 0.9210
-0.3820 -0.6025 -1.0401
0.3102 -0.9400 -1.6605
-0.4939 1.2228 1.9649
1.1524 -0.7757 -0.6865
0.1125 -0.1746 0.0725
0.1463 0.0524 0.0828
0.0263 -0.2113 -0.1292
0.1163 -0.0213 -0.0246
0.0137 -0.0438 -0.3505
-0.2263 -0.0334 -0.0333
-0.4318 0.0137 0.2615
0.1558 -1.1343 0.7702
0.7708 -0.5476 -0.2380
-0.8111 0.4731 0.2256
-1.2482 2.2835 -0.3612
1.2427 -2.4757 0.5294
0.2712 0.9745 -0.6845
0.0995 -0.0257 -0.2468
0.1764 -0.0218 -0.0760
-0.0862 0.1126 -0.0807
0.0925 0.0803 -0.0132
-0.0720 0.2584 -0.0042
-0.1501 -0.0920 0.0531



Entry 2:
Below is C35H64N2O7PbSbSi3 as an isolated structure, with properties calculated with the ωB97M-V functional and the def2-TZVPD basis.

Results
* energy above the lowest of the compared OMol25 structures with the same formula, charge and spin: 28.0 kcal/mol
* E: -3309.62878 Ha
* charge: +1
* gap between HOMO and LUMO: 0.2684 Ha

Last column: Löwdin charge in e.
Geometry (Å):
1 Pb -0.216757 1.172241 0.076714  1.09
2 O 2.866037 -1.719348 0.559235  -0.09
3 C 0.847128 -2.668075 0.981183  -0.28
4 O 0.890024 -1.749780 2.021525  -0.20
5 C -0.419313 -3.443437 0.828816  -0.12
6 O -1.509854 -2.641009 0.400354  -0.13
7 C -1.796734 -2.698733 -1.002062  -0.10
8 C -0.797123 -1.899750 -1.871839  -0.64
9 O -1.150170 -0.740611 -2.214982  -0.20
10 O 0.268837 -2.473755 -2.166464  -0.03
11 H 2.369122 -1.231275 1.267542  0.11
12 H -0.265073 -4.288279 0.159345  0.10
13 H -0.707228 -3.834155 1.807304  0.12
14 H -1.825489 -3.747302 -1.315383  0.13
15 H -2.789135 -2.261744 -1.110587  0.11
16 C -0.044035 -3.298621 4.333733  -0.15
17 Si 1.226634 -2.128031 3.651439  0.45
18 C 1.199482 -0.464445 4.476077  -0.13
19 C 2.901502 -2.932633 3.700952  -0.13
20 C 1.892804 -2.733341 0.160919  -0.12
21 Si 2.351785 -4.065883 -1.146552  0.57
22 C 1.205617 -5.501434 -1.441118  -0.16
23 C 3.105260 -3.387013 -2.707470  -0.15
24 C 3.758388 -4.877040 -0.165679  -0.17
25 Si 4.200236 -0.727073 -0.116367  0.61
26 C 4.194333 0.601305 1.166528  -0.12
27 C 5.726813 -1.756446 -0.085930  -0.14
28 C 3.628221 -0.157108 -1.777186  -0.32
29 C 4.461961 0.108681 -2.855310  -0.06
30 C 3.883046 0.517057 -4.049886  -0.05
31 C 2.504259 0.615138 -4.120682  -0.02
32 C 1.746150 0.327490 -2.990596  -0.13
33 N 2.294137 -0.029914 -1.834859  0.06
34 H 0.089937 -3.385928 5.415087  0.05
35 H 0.070044 -4.299116 3.910801  0.04
36 H -1.068396 -2.966089 4.151562  0.03
37 H 0.716788 -0.509100 5.454899  0.04
38 H 0.662477 0.268898 3.870214  0.02
39 H 2.212882 -0.087714 4.633081  0.04
40 H 3.128234 -3.257831 4.719678  0.05
41 H 3.700454 -2.254350 3.390572  0.03
42 H 2.936905 -3.815811 3.057289  0.04
43 H 0.309938 -5.229421 -1.991724  0.03
44 H 0.930667 -6.017962 -0.518756  0.04
45 H 1.789169 -6.209600 -2.037398  0.05
46 H 2.561766 -2.521865 -3.076323  0.02
47 H 3.032032 -4.164430 -3.473174  0.05
48 H 4.162662 -3.144191 -2.588941  0.03
49 H 3.372642 -5.305006 0.765019  0.03
50 H 4.560957 -4.188831 0.103340  0.00
51 H 4.210451 -5.694407 -0.734438  0.04
52 H 4.507823 0.227684 2.144860  0.05
53 H 3.211116 1.071881 1.255834  0.04
54 H 4.894643 1.386506 0.871791  0.06
55 H 5.828708 -2.265596 0.874540  0.05
56 H 6.596738 -1.104485 -0.208602  0.05
57 H 5.751863 -2.501950 -0.879936  0.03
58 H 5.535424 -0.015643 -2.772664  0.11
59 H 4.497848 0.737654 -4.912717  0.11
60 H 2.012725 0.907988 -5.038518  0.11
61 H 0.662093 0.352617 -3.011738  0.08
62 C 2.324313 4.830577 -0.917793  -0.06
63 O 1.790652 3.601147 -0.389022  -0.17
64 C 0.610915 3.157578 -0.897556  -0.62
65 O 0.052029 3.746892 -1.800234  -0.07
66 H 3.049254 4.603158 -1.698903  0.09
67 H 2.816801 5.336047 -0.091023  0.09
68 H 1.531454 5.448262 -1.329068  0.08
69 C -4.170636 -0.330533 -3.183062  -0.17
70 C -4.226077 0.795089 -2.153181  -0.40
71 Sb -2.376170 1.876476 -1.890298  1.42
72 C -3.154014 3.856471 -1.502352  -0.41
73 C -4.669203 4.024028 -1.505274  -0.19
74 C -1.802305 2.064753 -3.930039  -0.40
75 C -2.871064 2.748287 -4.777140  -0.17
76 H -5.147858 -0.809351 -3.276409  0.07
77 H -3.432411 -1.082953 -2.916110  0.04
78 H -3.897098 0.045149 -4.169537  0.06
79 H -4.521834 0.400375 -1.175071  0.03
80 H -4.976089 1.534871 -2.434434  0.04
81 H -2.684410 4.504688 -2.243121  0.05
82 H -2.725260 4.147130 -0.540124  0.04
83 H -5.098099 3.821110 -2.488004  0.06
84 H -4.947202 5.045654 -1.237347  0.07
85 H -5.164094 3.354461 -0.795869  0.05
86 H -1.584689 1.053232 -4.272848  0.05
87 H -0.876622 2.638617 -3.917828  0.04
88 H -3.812063 2.195489 -4.779245  0.06
89 H -2.540202 2.831746 -5.814206  0.08
90 H -3.080099 3.759005 -4.422869  0.06
91 C -4.469201 1.023459 3.704602  0.01
92 N -3.947740 0.813380 2.327745  -0.16
93 C -2.825224 -0.169717 2.317062  0.00
94 C -3.584068 2.126335 1.635436  -0.11
95 C -2.415961 2.834587 2.252618  -0.29
96 C -2.682401 3.756192 3.271232  -0.06
97 C -1.650915 4.435947 3.893582  -0.08
98 C -0.345772 4.194176 3.485394  -0.07
99 C -0.094959 3.294075 2.458879  -0.15
100 C -1.110288 2.589508 1.801951  -0.28
101 H -4.790353 0.066489 4.107690  0.11
102 H -5.305128 1.717209 3.668550  0.11
103 H -3.668100 1.439320 4.309307  0.11
104 H -4.697328 0.408731 1.768016  0.18
105 H -1.975391 0.280009 2.823236  0.09
106 H -2.555994 -0.414769 1.292496  0.07
107 H -3.154572 -1.071256 2.828717  0.11
108 H -4.491643 2.729824 1.667199  0.13
109 H -3.374412 1.844828 0.605182  0.05
110 H -3.707823 3.961580 3.565517  0.11
111 H -1.861398 5.154000 4.675154  0.11
112 H 0.473543 4.726489 3.953965  0.11
113 H 0.937765 3.162550 2.142051  0.08

Forces on the atoms, in the same order (eV/Å):
0.1003 -0.1018 0.1307
0.2361 -0.1306 0.0240
0.0276 -0.0132 0.1202
-0.0503 0.1252 -0.0837
-0.2355 -0.0513 0.1071
0.1205 0.1244 0.0557
-0.0408 0.1014 0.0087
0.0864 -0.1766 -0.1612
-0.0961 -0.0156 0.1434
-0.0276 -0.1297 0.0514
-0.0657 -0.0040 0.0143
-0.0129 0.0472 -0.0756
-0.0014 -0.0526 -0.0224
0.0414 0.0227 -0.0671
-0.0218 -0.0295 0.0558
-0.0688 -0.0360 -0.0263
-0.0159 -0.0407 -0.0802
0.0265 0.0754 0.0663
0.0601 -0.0262 0.0031
-0.2686 -0.0175 -0.2505
0.8174 0.0550 0.2594
-0.2587 0.1731 0.1157
-0.1547 0.0779 -0.0819
-0.0327 -0.0254 0.0172
-0.0853 -0.0253 0.0029
-0.0195 0.0322 0.1274
0.0578 -0.0428 -0.0217
-0.0148 -0.0314 -0.0540
-0.0339 -0.0597 -0.0456
-0.0117 -0.0046 -0.0188
0.0689 0.0031 0.0063
-0.0169 0.0345 -0.0112
0.0188 0.0615 0.0339
0.0073 0.0026 -0.0117
-0.0203 0.0055 0.0266
0.0204 0.0133 0.0051
0.0190 -0.0094 -0.0209
-0.0310 0.0132 -0.0177
-0.0304 0.0255 -0.0255
0.0093 -0.0011 -0.0189
-0.0177 -0.0009 0.0047
0.0026 0.0177 0.0106
-0.0714 0.0026 -0.0705
0.0134 0.0232 -0.0231
-0.0264 0.0463 -0.0131
-0.0527 0.0644 -0.0215
0.0464 -0.0106 0.0186
-0.0073 0.0125 0.0210
0.0105 -0.0137 -0.0268
-0.0067 0.0003 0.0020
-0.0109 0.0301 -0.0159
-0.0211 0.0266 -0.0060
0.0056 0.0119 -0.0307
-0.0056 -0.0124 0.0015
0.0309 0.0143 -0.0107
-0.0189 -0.0041 -0.0016
0.0032 0.0049 -0.0033
-0.0095 0.0048 -0.0040
0.0009 -0.0001 -0.0012
-0.0026 -0.0037 0.0007
-0.0089 -0.0155 -0.0001
0.0141 -0.0540 -0.0045
-0.0517 -0.0316 0.0875
-0.0536 -0.0495 -0.1511
0.0522 0.0397 0.0236
-0.0209 0.0057 -0.0149
0.0148 -0.0118 -0.0075
-0.0140 0.0127 0.0140
-0.0062 -0.0081 0.0113
0.0175 -0.0504 0.0518
0.0646 0.0611 -0.0961
0.0074 -0.0040 0.0449
0.0221 0.0184 -0.0288
-0.0153 -0.0170 0.0068
0.0345 0.0094 -0.0096
0.0047 0.0006 0.0010
0.0087 0.0353 -0.0031
-0.0104 0.0059 0.0077
-0.0187 -0.0035 -0.0135
-0.0097 0.0014 0.0275
0.0136 -0.0124 0.0127
-0.0134 0.0047 -0.0060
0.0032 -0.0041 0.0041
-0.0003 -0.0077 0.0071
0.0016 0.0041 -0.0080
0.0100 -0.0095 -0.0094
0.0136 -0.0190 -0.0039
0.0022 0.0008 0.0055
-0.0107 -0.0010 -0.0008
0.0071 -0.0076 -0.0044
0.0516 -0.0144 -0.0080
0.0498 -0.0216 -0.0159
-0.0129 -0.0542 0.0168
0.0348 0.0354 -0.0404
-0.0082 -0.0491 0.0903
0.0030 0.0193 0.0043
-0.0106 -0.0010 0.0013
-0.0052 -0.0150 0.0050
0.0595 -0.0085 0.0153
-0.1022 0.0547 -0.0907
-0.0022 -0.0033 0.0019
-0.0014 0.0039 -0.0043
0.0002 0.0094 0.0058
-0.0456 0.0120 0.0187
0.0014 -0.0065 0.0136
0.0068 -0.0068 -0.0488
0.0098 -0.0072 -0.0063
-0.0204 -0.0229 -0.0073
-0.0068 0.0060 0.0195
0.0056 -0.0031 -0.0087
-0.0006 -0.0020 -0.0102
-0.0086 -0.0133 -0.0051
-0.0206 0.0120 -0.0015